DFT (the ωB97M-V functional and the def2-TZVPD basis) results for a 2-piece molecular cluster, C2H7ISi overall in a non-equilibrium geometry.

XYZ file:
```
11
Properties=species:S:1:pos:R:3:nbo_charge:R:1
C -0.210 1.615 -0.146 -1.0937
C 0.323 -1.647 -0.160 -1.1135
Si -0.437 -0.088 0.659 1.4217
I -4.061 -0.020 -0.035 -0.5627
H 0.792 1.980 0.140 0.2479
H -0.325 1.484 -1.182 0.2505
H -0.788 2.221 0.376 0.2488
H 1.126 -2.022 0.441 0.2541
H -0.413 -2.376 -0.119 0.2685
H 0.813 -1.250 -1.051 0.2572
H -0.008 0.102 2.142 -0.1787
```

Summary:
* molecular weight: 186.07 g/mol
* frontier orbital gap (alpha / beta): 6.39 / 6.39 eV
* E_HOMO (alpha / beta): -0.30564 / -0.30565 Eh
* E: -667.515687 Ha

DFT (the ωB97M-V functional and the def2-TZVPD basis) results for C24H29F3N10OW as an isolated structure in a non-equilibrium geometry.

XYZ file:
```
68
Properties=species:S:1:pos:R:3:nbo_charge:R:1
W -0.050 0.229 0.013 1.8158
N 0.619 -1.912 0.072 -0.8390
C 1.476 -2.131 1.279 -0.2386
C 0.960 -1.346 2.516 -0.2423
N 0.748 0.035 2.142 -0.7483
H -0.188 -2.527 0.102 0.3975
H 1.071 -2.140 -0.808 0.4334
H 2.483 -1.800 1.045 0.2347
H 1.509 -3.193 1.528 0.2261
H 1.667 -1.418 3.346 0.2342
H 0.030 -1.768 2.864 0.2009
H 1.619 0.548 2.148 0.4178
H 0.128 0.541 2.765 0.4160
N -2.250 -2.689 -0.513 -0.7932
C -2.237 -1.826 -1.562 0.6448
N -3.032 -2.121 -2.558 -0.5330
C -3.073 -1.252 -3.572 0.6276
N -3.875 -1.521 -4.605 -0.7066
N -2.352 -0.116 -3.606 -0.5060
C -1.588 0.118 -2.579 0.4819
N -1.443 -0.685 -1.481 -0.6745
C -0.821 1.383 -2.635 0.1161
C -0.930 2.222 -3.728 -0.1662
C -0.199 3.400 -3.745 -0.1197
C 0.613 3.697 -2.665 -0.1983
C 0.667 2.807 -1.608 0.1008
N -0.031 1.677 -1.589 -0.4425
H -3.128 -3.193 -0.469 0.4351
H -1.986 -2.188 0.327 0.3828
H -4.115 -2.499 -4.691 0.4227
H -3.610 -1.058 -5.464 0.4211
H -1.578 1.959 -4.549 0.2649
H -0.267 4.073 -4.588 0.2524
H 1.200 4.604 -2.635 0.2562
H 1.279 2.985 -0.741 0.2379
F -5.088 -0.380 5.169 -0.2951
C -5.173 -1.166 4.095 0.9647
F -5.222 -2.434 4.504 -0.3013
F -6.313 -0.884 3.460 -0.2978
C -3.990 -0.928 3.175 -0.0375
C -3.115 -1.952 2.847 -0.1663
C -2.065 -1.660 2.007 -0.0279
N -1.819 -0.445 1.474 -0.5171
C -2.690 0.525 1.805 0.0766
C -3.773 0.329 2.644 -0.1974
H -3.245 -2.953 3.232 0.2626
H -1.368 -2.445 1.763 0.2029
H -2.484 1.497 1.374 0.2565
H -4.432 1.156 2.872 0.2685
O -0.232 1.754 0.927 -0.7691
C 2.811 2.818 1.503 -0.6232
C 3.682 1.900 0.687 0.0295
C 5.043 2.125 0.643 -0.2152
C 5.885 1.299 -0.089 -0.1232
C 5.372 0.220 -0.802 -0.2473
C 4.023 -0.059 -0.800 0.1114
C 3.517 -1.222 -1.605 -0.6478
C 3.132 0.785 -0.043 0.0230
N 1.817 0.557 -0.020 -0.5542
H 3.415 3.588 1.978 0.2428
H 2.288 2.283 2.296 0.2018
H 2.063 3.321 0.895 0.2201
H 5.466 2.958 1.189 0.2308
H 6.948 1.497 -0.108 0.2366
H 6.049 -0.405 -1.370 0.2299
H 4.338 -1.722 -2.113 0.2451
H 2.809 -0.884 -2.368 0.2205
H 3.029 -1.967 -0.979 0.1849
```

Summary:
* molecular weight: 714.40 g/mol
* frontier orbital gap (alpha / beta): 6.38 / 6.39 eV
* E_HOMO (alpha / beta): -0.47530 / -0.47425 Eh
* E: -1921.034457 Ha
* net charge: +2